C12H40N12O8 | ωB97M-V with the def2-TZVPD basis set

Last column: Löwdin charge in e.
Geometry (Å):
C (-4.448, 1.123, 0.558)  -0.7735
O (-5.040, 0.479, 1.405)  0.0364
N (-3.221, 1.517, 0.629)  0.1725
N (-4.928, 1.438, -0.656)  0.1240
H (-2.706, 1.432, 1.494)  0.0615
H (-2.792, 1.948, -0.177)  0.0911
H (-4.390, 1.898, -1.377)  0.0853
H (-5.908, 1.251, -0.814)  0.0984
C (-2.273, -1.840, -3.336)  -0.8362
O (-1.883, -0.977, -4.092)  0.0272
N (-1.831, -3.062, -3.302)  0.1702
N (-3.148, -1.644, -2.435)  0.1827
H (-1.108, -3.445, -3.894)  0.1254
H (-2.166, -3.588, -2.508)  0.1018
H (-3.433, -0.680, -2.342)  0.1207
H (-3.395, -2.417, -1.834)  0.1199
C (0.995, 4.421, -0.336)  -0.9353
O (1.197, 3.670, -1.247)  0.0011
N (0.415, 4.143, 0.803)  0.1386
N (1.459, 5.659, -0.310)  0.0955
H (0.527, 4.962, 1.382)  -0.0239
H (-0.098, 3.284, 0.947)  0.0817
H (1.168, 6.306, 0.408)  0.0147
H (2.161, 5.952, -0.975)  0.0936
C (-3.621, -2.160, 3.524)  -0.8256
O (-4.404, -1.195, 3.533)  0.0133
N (-2.469, -2.138, 2.938)  0.1683
N (-3.812, -3.192, 4.188)  0.1644
H (-2.156, -1.226, 2.638)  0.0749
H (-1.798, -2.887, 2.849)  0.1023
H (-4.670, -3.336, 4.701)  0.1308
H (-3.131, -3.881, 3.903)  0.1103
C (-1.425, 1.406, 3.760)  -0.8904
O (-2.118, 0.757, 3.035)  0.0204
N (-0.223, 1.637, 3.606)  0.2079
N (-1.889, 1.907, 4.849)  0.1679
H (0.208, 2.364, 4.159)  0.0796
H (0.105, 1.395, 2.682)  0.0837
H (-1.306, 2.233, 5.607)  0.0973
H (-2.894, 1.948, 4.938)  0.1257
C (1.910, 0.614, -3.162)  -0.7339
O (2.434, -0.430, -3.609)  -0.0225
N (0.644, 0.723, -2.899)  0.1818
N (2.523, 1.770, -2.929)  0.1631
H (0.367, 1.502, -2.319)  0.0884
H (0.027, -0.036, -3.152)  0.0857
H (2.056, 2.555, -2.498)  0.0465
H (3.472, 1.914, -3.245)  0.1051
C (5.397, -1.606, -3.005)  -0.0703
C (5.430, -2.366, -1.706)  -0.5396
C (4.150, -2.079, -0.850)  -0.0427
O (5.551, -3.672, -2.063)  -0.0384
H (4.593, -1.974, -3.641)  0.0779
H (6.318, -1.743, -3.572)  0.0731
H (5.281, -0.537, -2.825)  0.0739
H (6.343, -2.107, -1.169)  0.1266
H (4.315, -2.450, 0.162)  0.0647
H (3.315, -2.627, -1.286)  0.0815
H (3.865, -1.027, -0.826)  0.0674
H (5.363, -4.217, -1.296)  0.0904
C (1.398, -1.074, 1.702)  -0.0485
C (0.836, -0.344, 0.487)  -0.4458
C (-0.380, -1.040, -0.262)  -0.0319
O (0.493, 1.006, 0.745)  -0.1076
H (0.592, -1.175, 2.429)  0.0631
H (2.244, -0.509, 2.092)  0.0839
H (1.630, -2.094, 1.397)  0.0752
H (1.650, -0.204, -0.224)  0.1089
H (-1.024, -0.361, -0.821)  0.0520
H (-0.972, -1.613, 0.452)  0.0523
H (0.027, -1.783, -0.948)  0.0653
H (0.604, 1.518, -0.059)  0.0500

The expectation value of S² is 0.750. The molecular weight comes out at 480.5 g mol⁻¹. The calculation puts the orbital gap (spin up / spin down) at 2.0 / 8.6 eV. The spin multiplicity is 2. Its total charge is -1. The value obtained for the calculated total energy is -47355.9037 eV. As for the strongest force on any atom: 0.1628 hartree/bohr.